[1]
DFT (the ωB97M-V functional and the def2-TZVPD basis) results for C36H37MnN4O2P2 as an isolated structure in a non-equilibrium geometry.

The geometry in XYZ format:
```
82
Properties=species:S:1:pos:R:3:lowdin_charge:R:1
Mn -0.50 0.06 0.12 0.85
C 2.49 1.57 2.50 -0.29
C 2.73 2.12 1.09 -0.35
P 3.46 1.11 -0.31 1.08
C 2.67 -0.54 -0.03 -0.38
C 3.15 -1.50 0.86 -0.09
C 2.59 -2.77 0.89 -0.08
C 1.53 -3.11 0.06 -0.05
C 1.06 -2.18 -0.86 -0.09
C 1.62 -0.90 -0.90 -0.20
C 5.13 0.57 0.21 -0.42
C 5.69 0.76 1.47 -0.10
C 6.90 0.15 1.77 -0.08
C 7.56 -0.61 0.82 -0.08
C 7.03 -0.74 -0.46 -0.07
C 5.82 -0.15 -0.76 -0.12
C 1.03 1.74 2.98 -0.30
P 0.09 0.21 2.49 1.05
C -1.69 0.42 2.86 -0.41
C -2.30 1.59 3.29 -0.10
C -3.66 1.59 3.57 -0.06
C -4.40 0.43 3.44 -0.06
C -3.80 -0.74 3.00 -0.07
C -2.45 -0.74 2.71 -0.12
C 0.52 -0.78 3.98 -0.34
C -0.06 -0.47 5.21 -0.08
C 0.30 -1.17 6.35 -0.06
C 1.26 -2.18 6.27 -0.07
C 1.85 -2.48 5.06 -0.06
C 1.48 -1.79 3.91 -0.09
H 3.14 2.09 3.21 0.11
H 2.76 0.51 2.55 0.07
H 3.37 3.01 1.14 0.08
H 1.77 2.45 0.67 0.03
H 4.00 -1.28 1.49 0.11
H 3.01 -3.52 1.53 0.12
H 1.11 -4.11 0.08 0.12
H 0.34 -2.48 -1.61 0.11
H 1.45 -0.27 -1.77 0.07
H 5.18 1.36 2.20 0.09
H 7.30 0.24 2.77 0.11
H 8.49 -1.09 1.07 0.11
H 7.55 -1.33 -1.20 0.11
H 5.40 -0.25 -1.75 0.10
H 0.57 2.62 2.53 0.06
H 1.00 1.83 4.07 0.10
H -1.73 2.50 3.40 0.11
H -4.14 2.51 3.87 0.12
H -5.46 0.43 3.68 0.11
H -4.37 -1.65 2.90 0.11
H -1.95 -1.65 2.36 0.11
H -0.80 0.31 5.28 0.11
H -0.16 -0.93 7.29 0.11
H 1.53 -2.72 7.16 0.11
H 2.59 -3.26 4.99 0.11
H 1.92 -2.03 2.96 0.06
C -4.21 -2.71 -1.16 -0.01
N -4.13 -1.36 -0.64 -0.05
C -5.25 -0.64 -0.31 -0.04
C -5.16 0.61 0.15 0.02
C -3.86 1.26 0.28 -0.50
O -3.73 2.43 0.62 0.02
N -2.77 0.47 -0.02 0.12
C -2.90 -0.77 -0.46 -0.54
O -1.85 -1.43 -0.70 -0.09
H -5.09 -3.20 -0.75 0.09
H -3.32 -3.26 -0.86 0.09
H -4.28 -2.71 -2.25 0.10
H -6.18 -1.17 -0.44 0.13
H -6.03 1.19 0.43 0.12
C -1.07 3.66 0.47 -0.01
C -0.49 3.18 -0.80 -0.37
N -0.21 1.92 -1.12 0.03
C 0.26 1.95 -2.41 -0.14
C 0.30 3.23 -2.86 -0.06
N -0.18 3.99 -1.83 0.13
H -1.58 2.84 0.96 0.04
H -1.81 4.44 0.26 0.10
H -0.30 4.09 1.12 0.08
H 0.50 1.06 -2.96 0.10
H 0.65 3.64 -3.78 0.12
H -0.31 4.99 -1.85 0.17
```

As for the HOMO energy (spin up / spin down): -0.3983 / -0.3989 hartree. As for the spin multiplicity: 6. As for the total charge: +1. The calculation puts the energy above the lowest of the compared OMol25 structures with the same formula, charge and spin at 96.8 kJ/mol.

---

[2]
DFT (the ωB97M-V functional and the def2-TZVPD basis) results for an isolated ion of composition C4H8NO2 and charge +1 in a non-equilibrium geometry.

The geometry in XYZ format:
```
15
Properties=species:S:1:pos:R:3:lowdin_charge:R:1
C -0.71 0.82 0.04 -0.30
C -1.16 2.10 0.64 0.05
C 1.58 -1.37 -0.30 -0.06
C 0.26 -1.46 0.34 -0.07
N -1.10 0.57 -1.24 0.14
O -0.74 0.11 -2.26 0.24
O -0.33 -0.12 0.83 0.09
H -0.43 2.34 1.45 0.12
H -2.17 1.98 1.11 0.14
H -1.11 2.97 -0.02 0.11
H 2.32 -2.07 -0.07 0.08
H 1.55 -1.50 -1.38 0.09
H 2.23 -0.53 -0.23 0.09
H 0.35 -2.00 1.31 0.15
H -0.55 -1.84 -0.22 0.12
```

As for the HOMO energy (spin up / spin down): -0.5658 / -0.5747 hartree. As for the total charge: +1. The calculation puts the energy above the lowest of the compared OMol25 structures with the same formula, charge and spin at 522.9 kJ/mol.

---

[3]
DFT (the ωB97M-V functional and the def2-TZVPD basis) results for a 4-piece molecular cluster, C33H38IN4O9P2 overall in a non-equilibrium geometry.

The geometry in XYZ format:
```
87
Properties=species:S:1:pos:R:3:lowdin_charge:R:1
C 4.87 4.23 2.31 0.08
C 3.63 4.03 1.63 -0.09
C 2.25 4.16 0.69 -0.13
C 0.99 3.92 1.76 -0.05
C 0.30 5.34 2.30 0.05
C -0.93 5.25 3.39 0.06
C -1.41 3.71 3.81 -0.08
C -2.65 3.65 4.91 -0.18
C -4.04 3.77 3.99 -0.32
C -5.40 3.31 4.80 -0.63
I -6.92 2.48 3.40 0.67
C -0.65 2.36 3.20 -0.19
P -1.19 0.57 3.74 0.93
C -0.26 0.34 5.43 -0.29
C -3.08 0.43 3.94 -0.43
C -3.53 -1.17 3.78 -0.16
N 0.52 2.53 2.20 -0.09
C 1.19 1.23 1.70 -0.19
P 0.09 0.32 0.38 0.75
O 0.98 -0.10 -0.90 -0.37
O -1.08 1.47 -0.22 -0.20
O -0.61 -1.16 0.97 -0.24
H 5.93 4.65 2.66 0.08
H 2.21 5.24 0.21 0.14
H 2.23 3.31 -0.11 0.11
H 0.69 6.40 1.97 0.12
H -1.48 6.21 3.83 0.13
H -2.65 2.69 5.58 0.09
H -2.59 4.62 5.59 0.13
H -3.92 3.23 2.93 0.09
H -4.18 4.92 3.72 0.12
H -5.14 2.46 5.57 0.05
H -5.82 4.30 5.32 0.08
H 0.06 -0.81 5.45 0.07
H 0.75 0.98 5.36 0.07
H -0.93 0.64 6.35 0.06
H -3.71 1.04 3.18 0.07
H -3.43 0.73 5.04 0.08
H -4.68 -1.31 4.08 0.10
H -2.89 -1.88 4.47 0.09
H -3.41 -1.43 2.64 0.05
H 1.46 0.51 2.61 0.13
H 2.21 1.42 1.16 0.11
H -1.99 1.14 0.04 0.09
H -1.55 -1.21 0.58 0.08
C -4.59 -6.90 0.02 -0.06
C -5.63 -6.38 0.79 -0.06
C -5.72 -5.01 1.01 0.00
C -4.77 -4.16 0.44 -0.14
C -3.72 -4.67 -0.33 0.00
C -3.64 -6.05 -0.54 -0.06
N -4.87 -2.71 0.64 -0.32
O -5.81 -2.29 1.34 0.06
O -4.03 -1.98 0.09 0.02
H -4.53 -7.98 -0.15 0.11
H -6.37 -7.05 1.22 0.11
H -6.54 -4.62 1.61 0.12
H -2.97 -4.03 -0.78 0.12
H -2.83 -6.47 -1.14 0.11
C 3.88 0.02 -1.53 -0.08
C 5.10 0.34 -0.94 -0.07
C 6.28 -0.24 -1.41 0.00
C 6.22 -1.14 -2.48 -0.14
C 5.00 -1.48 -3.07 0.00
C 3.82 -0.89 -2.59 -0.05
N 7.46 -1.74 -3.00 -0.33
O 8.53 -1.43 -2.44 0.06
O 7.38 -2.51 -3.96 0.06
H 2.96 0.47 -1.17 0.05
H 5.13 1.05 -0.12 0.09
H 7.22 0.03 -0.94 0.12
H 4.94 -2.18 -3.90 0.11
H 2.87 -1.14 -3.05 0.09
C 4.02 -0.76 -9.16 -0.07
C 4.43 -0.77 -7.83 -0.06
C 3.53 -1.12 -6.82 0.01
C 2.21 -1.46 -7.16 -0.14
C 1.80 -1.44 -8.49 0.00
C 2.70 -1.09 -9.49 -0.06
N 1.27 -1.85 -6.10 -0.32
O 1.67 -1.83 -4.93 0.04
O 0.13 -2.17 -6.44 0.07
H 4.73 -0.50 -9.94 0.11
H 5.46 -0.51 -7.58 0.11
H 3.87 -1.12 -5.78 0.10
H 0.78 -1.70 -8.77 0.12
H 2.39 -1.08 -10.53 0.11
```

As for the HOMO energy: -0.4109 hartree. As for the total charge: +1.

---

[4]
DFT (the ωB97M-V functional and the def2-TZVPD basis) results for the molecule C2H6N4O2 in a non-equilibrium geometry.

The geometry in XYZ format:
```
14
Properties=species:S:1:pos:R:3:lowdin_charge:R:1
C -1.31 0.65 -0.48 -0.49
C 1.38 -0.08 1.24 -0.15
H -0.41 -0.52 -1.87 0.13
H -1.37 0.85 -2.37 0.04
H -1.58 2.25 0.84 0.10
H -0.27 -0.98 -0.19 0.10
H 2.13 0.59 1.86 0.17
H 2.32 -1.38 -1.19 0.05
N -1.32 0.11 -1.78 0.11
N -1.81 1.79 -0.14 0.08
N -0.85 -0.40 0.52 -0.01
N 2.11 -0.67 0.37 0.02
O -0.03 -0.02 1.52 -0.09
O 1.52 -1.23 -0.81 -0.07
```

As for the HOMO energy: -0.3470 hartree. The calculation puts the energy above the lowest of the compared OMol25 structures with the same formula, charge and spin at 532.2 kJ/mol.

---

[5]
DFT (the ωB97M-V functional and the def2-TZVPD basis) results for a 7-piece molecular cluster, C21H42O21 overall in a non-equilibrium geometry.

The geometry in XYZ format:
```
84
Properties=species:S:1:pos:R:3:lowdin_charge:R:1
C -1.58 0.72 0.56 0.02
O -1.39 2.14 0.92 -0.01
C -1.53 2.58 2.17 -0.54
O -1.77 1.74 3.08 0.07
O -1.31 3.88 2.29 0.05
C -1.45 4.50 3.49 -0.07
H -1.90 0.50 -0.55 0.13
H -2.33 0.27 1.10 0.05
H -0.75 0.13 0.55 0.04
H -1.33 5.69 3.63 0.17
H -1.06 4.10 4.20 -0.01
H -2.46 4.61 3.76 0.08
C -1.94 -4.81 0.77 -0.03
O -2.01 -3.38 1.06 -0.03
C -2.36 -3.11 2.38 -0.49
O -2.50 -3.96 3.26 0.10
O -2.40 -1.79 2.73 -0.03
C -2.56 -1.34 4.08 -0.06
H -2.66 -5.45 1.02 0.03
H -1.02 -5.38 1.12 0.11
H -1.84 -4.79 -0.50 0.15
H -3.57 -1.29 4.54 0.10
H -2.18 -0.29 4.33 0.10
H -2.00 -1.97 4.74 0.07
C -4.55 -5.76 -2.22 0.01
O -4.24 -4.31 -2.29 -0.05
C -2.98 -3.85 -2.56 -0.60
O -2.15 -4.67 -2.86 0.10
O -2.89 -2.53 -2.58 0.07
C -1.70 -1.96 -2.97 -0.05
H -3.97 -6.23 -1.48 0.07
H -4.50 -5.86 -3.33 0.12
H -5.61 -5.95 -2.04 0.09
H -1.46 -2.03 -3.94 0.07
H -0.94 -2.50 -2.68 0.04
H -1.50 -0.99 -2.56 0.09
C 0.03 7.27 -4.47 -0.09
O -0.62 6.10 -4.00 0.00
C -0.11 5.43 -2.99 -0.47
O 0.99 5.61 -2.44 0.09
O -1.13 4.50 -2.52 -0.03
C -0.90 3.72 -1.41 -0.09
H 1.19 7.62 -4.28 0.15
H -0.59 8.14 -4.21 0.08
H 0.09 7.28 -5.67 0.12
H -0.45 2.83 -1.77 0.07
H -1.84 3.56 -1.07 0.07
H -0.16 4.03 -0.72 0.09
C 6.38 2.19 4.50 0.02
O 5.24 2.76 3.85 0.08
C 4.21 2.04 3.68 -0.72
O 4.08 0.92 4.07 0.12
O 3.26 2.73 3.08 0.02
C 1.97 1.96 2.94 0.05
H 6.57 2.32 5.72 0.18
H 7.08 2.70 4.40 -0.05
H 6.36 1.20 4.22 0.07
H 1.17 2.68 2.36 0.15
H 1.64 1.89 3.91 0.06
H 2.09 1.14 2.35 0.04
C 1.79 -3.42 -0.34 -0.03
O 2.07 -3.61 1.06 -0.03
C 1.77 -2.61 1.96 -0.56
O 1.46 -1.50 1.60 0.12
O 1.86 -3.09 3.21 0.01
C 2.07 -2.09 4.20 -0.03
H 0.83 -3.11 -0.51 0.02
H 1.89 -4.56 -0.97 0.19
H 2.48 -2.74 -0.55 0.04
H 2.71 -1.36 3.71 0.08
H 2.38 -2.44 5.16 0.09
H 1.18 -1.42 4.33 0.10
C 1.02 -0.17 -2.27 -0.04
O 0.54 -0.12 -3.61 -0.01
C 1.21 -0.42 -4.70 -0.66
O 2.43 -0.47 -4.80 0.11
O 0.42 -0.43 -5.71 0.02
C 0.99 -0.73 -7.10 0.05
H 0.51 0.45 -1.42 0.09
H 1.96 0.30 -2.13 0.08
H 0.81 -1.21 -1.70 0.12
H 1.04 -1.78 -6.87 0.09
H 1.96 -0.26 -7.35 0.10
H 0.47 -0.47 -7.99 0.08
```

As for the HOMO energy: -0.3880 hartree. The calculation puts the energy above the lowest of the compared OMol25 structures with the same formula, charge and spin at 1274.4 kJ/mol.

---

[6]
DFT (the ωB97M-V functional and the def2-TZVPD basis) results for a 10-piece molecular cluster, C12H30FN9O21 overall in a non-equilibrium geometry.

The geometry in XYZ format:
```
73
Properties=species:S:1:pos:R:3:lowdin_charge:R:1
C 3.45 2.03 3.64 0.07
N 2.14 1.36 3.32 -0.41
O 2.18 0.28 2.75 0.03
O 1.18 1.82 3.88 0.07
H 3.93 1.48 4.44 0.10
H 3.16 3.02 3.98 0.09
H 4.07 2.09 2.74 0.09
C 2.70 3.38 -1.05 0.03
N 3.73 4.37 -0.62 -0.45
O 4.12 4.31 0.53 0.03
O 4.15 5.13 -1.46 0.09
H 2.17 3.04 -0.17 0.07
H 3.22 2.53 -1.47 0.11
H 2.09 3.91 -1.78 0.08
C -2.90 -3.83 1.90 0.05
N -1.53 -4.35 2.18 -0.43
O -1.30 -5.50 1.85 0.04
O -0.72 -3.62 2.70 0.06
H -3.34 -4.58 1.25 0.10
H -2.87 -2.87 1.42 0.07
H -3.43 -3.84 2.85 0.11
C 0.50 -5.38 -0.71 0.05
N 0.58 -4.05 -1.38 -0.45
O 0.65 -3.06 -0.67 0.05
O 0.55 -4.01 -2.58 0.08
H 1.03 -6.07 -1.36 0.10
H -0.55 -5.65 -0.65 0.10
H 0.91 -5.34 0.29 0.09
C 0.07 5.00 1.73 0.06
N -0.47 3.83 1.00 -0.45
O -0.26 3.76 -0.18 0.06
O -1.09 3.01 1.62 0.06
H 0.56 5.60 0.98 0.10
H 0.80 4.66 2.47 0.10
H -0.72 5.50 2.27 0.11
C -3.83 0.41 0.66 0.03
N -4.92 -0.23 1.41 -0.44
O -6.03 0.25 1.29 0.09
O -4.65 -1.27 1.98 0.05
H -3.84 -0.11 -0.30 0.06
H -2.84 0.19 1.04 0.07
H -3.99 1.47 0.51 0.10
C -0.12 -0.35 0.86 0.06
N -0.21 0.21 -0.54 -0.40
O 0.76 0.75 -1.00 0.08
O -1.29 0.15 -1.11 0.03
H -0.95 -1.03 0.99 0.08
H -0.14 0.56 1.46 0.08
H 0.87 -0.78 0.91 0.08
C -2.31 -1.84 -3.46 0.06
N -3.66 -1.42 -2.96 -0.43
O -4.48 -1.01 -3.76 0.08
O -3.88 -1.51 -1.78 0.03
H -2.18 -1.53 -4.49 0.09
H -2.25 -2.91 -3.30 0.10
H -1.63 -1.29 -2.81 0.07
C 2.91 -2.55 2.86 0.03
N 3.56 -3.62 3.68 -0.45
O 4.71 -3.91 3.41 0.05
O 2.95 -4.08 4.63 0.07
H 1.89 -2.38 3.15 0.08
H 3.07 -2.85 1.83 0.10
H 3.53 -1.68 3.08 0.08
C -0.83 2.95 -4.43 -0.04
C -0.31 1.50 -4.32 -0.27
O 1.09 1.71 -4.57 0.13
C 1.43 3.01 -4.38 -0.55
O 2.51 3.44 -4.15 0.16
O 0.31 3.76 -4.22 0.06
F -0.87 0.77 -5.33 0.06
H -1.59 3.22 -3.69 0.14
H -1.15 3.07 -5.47 0.14
H -0.40 0.97 -3.38 0.13
```

As for the HOMO energy: -0.4049 hartree. The calculation puts the energy above the lowest of the compared OMol25 structures with the same formula, charge and spin at 53.3 kJ/mol.

---

[7]
DFT (the ωB97M-V functional and the def2-TZVPD basis) results for an isolated ion of composition C7H12N and charge +1 in a non-equilibrium geometry.

The geometry in XYZ format:
```
20
Properties=species:S:1:pos:R:3:lowdin_charge:R:1
C -2.70 0.93 0.38 0.09
C -1.52 0.87 -0.22 -0.09
C 2.13 1.17 0.22 0.01
C 2.28 -0.28 0.69 -0.04
C 0.40 -0.29 -1.46 0.00
C -0.56 -0.19 -0.31 -0.27
C 1.15 0.09 -0.18 -0.20
N -0.95 -1.48 0.33 0.25
H -3.21 1.79 0.48 0.03
H -3.16 0.13 0.89 0.05
H -1.20 1.74 -0.54 0.08
H 1.76 1.80 0.93 0.09
H 2.73 1.53 -0.48 0.07
H 3.01 -0.85 0.34 0.07
H 2.05 -0.55 1.69 0.11
H 0.66 -1.22 -1.83 0.09
H 0.46 0.38 -2.28 0.12
H -0.19 -2.12 0.24 0.16
H -1.74 -2.02 -0.13 0.21
H -1.40 -1.44 1.26 0.18
```

As for the HOMO energy: -0.4811 hartree. As for the total charge: +1. The calculation puts the energy above the lowest of the compared OMol25 structures with the same formula, charge and spin at 420.6 kJ/mol.

---

[8]
DFT (the ωB97M-V functional and the def2-TZVPD basis) results for C16H25AlBr2Cl12F3 as an isolated structure in a non-equilibrium geometry.

The geometry in XYZ format:
```
59
Properties=species:S:1:pos:R:3:lowdin_charge:R:1
C -0.21 -3.45 1.90 -0.07
C -0.81 -3.10 0.80 -0.35
C -0.13 -3.06 -0.51 -0.25
Al -0.34 -1.13 -1.24 0.32
C 1.23 -0.60 -2.45 -0.21
C 2.60 -0.30 -1.79 -0.29
C 2.57 0.47 -0.49 -0.86
F 1.63 1.40 -0.46 0.00
Br 2.39 -0.72 1.05 0.85
C 3.89 1.24 -0.26 -1.00
F 4.90 0.38 -0.21 0.03
F 3.89 1.86 0.90 0.02
Br 4.21 2.60 -1.59 0.84
C -2.06 -1.14 -2.34 -0.38
C -1.94 -1.93 -3.66 -0.14
C -2.60 0.29 -2.59 -0.27
C -3.92 0.58 -1.86 -0.31
C -3.80 0.46 -0.35 -0.13
H -0.79 -3.45 2.82 0.04
H 0.83 -3.70 1.87 0.04
H -1.84 -2.80 0.80 0.08
H -0.56 -3.78 -1.21 0.05
H 0.94 -3.23 -0.37 0.03
H -0.52 -0.18 0.02 -0.09
H 1.40 -1.47 -3.08 0.05
H 0.92 0.21 -3.10 0.05
H 3.16 -1.21 -1.61 0.10
H 3.19 0.26 -2.50 0.07
H -2.81 -1.63 -1.72 0.07
H -1.10 -2.62 -3.70 0.05
H -1.92 -1.25 -4.51 0.05
H -2.84 -2.53 -3.81 0.06
H -1.88 1.03 -2.22 0.09
H -2.77 0.48 -3.65 0.06
H -4.63 -0.15 -2.25 0.10
H -4.24 1.59 -2.10 0.00
H -4.78 0.39 0.11 0.07
H -3.25 1.30 0.07 0.05
H -3.24 -0.42 -0.07 0.03
C -0.91 1.75 3.05 -1.52
Cl -1.39 0.27 2.24 0.58
Cl -2.28 2.87 3.20 0.50
Cl -0.22 1.40 4.65 0.47
H -0.15 2.22 2.45 0.01
C -4.94 4.13 -4.02 -1.53
Cl -4.84 4.43 -2.28 0.54
Cl -3.70 5.05 -4.88 0.51
Cl -4.81 2.41 -4.37 0.60
H -5.91 4.47 -4.36 0.01
C 7.10 0.58 2.38 -1.55
Cl 7.72 2.23 2.48 0.52
Cl 8.43 -0.58 2.27 0.52
Cl 6.07 0.22 3.77 0.52
H 6.50 0.49 1.49 -0.02
C 1.78 -0.48 7.39 -1.55
Cl 1.28 -1.97 6.60 0.53
Cl 0.41 0.61 7.59 0.49
Cl 2.54 -0.83 8.95 0.51
H 2.51 0.01 6.76 0.01
```

As for the HOMO energy: -0.1627 hartree. As for the total charge: -1.